The ion C6H11N2O2S2 with charge +1 at a distorted geometry. Source: OMol25; level of theory: the ωB97M-V functional and the def2-TZVPD basis.

```
23
Properties=species:S:1:pos:R:3:forces:R:3
C -2.46704 -0.02522 -0.35610 0.353 0.202 0.158
C -0.12442 0.82236 0.20485 -0.558 0.612 -0.658
C -1.39437 0.99121 -0.55840 0.508 0.333 0.032
C 3.03459 0.31084 0.82233 -0.317 0.154 -0.151
C 0.08276 -2.41562 -0.22275 -0.029 0.016 0.294
C 2.19187 1.40369 0.18915 0.250 0.027 0.156
N -2.22689 -1.17290 0.20804 -0.375 -1.024 0.587
N -3.66388 0.20986 -0.86974 -0.016 -0.049 0.012
O -0.13627 -0.13116 1.24030 -0.030 -1.077 0.905
O 1.02201 0.88002 -0.48251 -0.038 -0.338 -0.219
S -1.01648 2.40530 0.55627 -0.066 -1.106 0.252
S -0.92001 -1.59946 1.04250 0.213 2.413 -1.707
H -1.28927 1.29101 -1.59810 0.087 -0.233 0.010
H 3.94826 0.75307 1.20837 0.117 0.012 0.051
H 2.50800 -0.16721 1.64470 0.008 -0.035 0.068
H 3.29971 -0.43663 0.07856 0.071 -0.068 -0.046
H 0.99767 -2.75883 0.25070 0.090 0.001 0.130
H 0.30681 -1.74077 -1.04310 -0.107 0.213 0.029
H -0.48319 -3.27222 -0.57957 -0.153 -0.059 0.064
H 2.74722 1.91302 -0.59983 -0.087 -0.001 0.129
H 1.86516 2.13663 0.93308 0.010 0.019 -0.111
H -3.90044 1.09691 -1.28492 0.091 -0.050 0.004
H -4.38183 -0.49392 -0.78382 -0.020 0.039 0.010
```
Forces are in eV/Å.

The relative energy (zero: lowest compared OMol25 entry of this formula, charge and spin) is 25.41 kcal per mole. Its net charge is +1. The orbital gap comes out at 0.3385 Eh.

The ion C6H11N2O3S with charge +1 at a distorted geometry. Source: OMol25; level of theory: the ωB97M-V functional and the def2-TZVPD basis.

```
23
Properties=species:S:1:pos:R:3:forces:R:3
C -0.41437 0.30121 0.39359 -4.107 -1.078 0.920
C 0.81296 0.89162 0.69766 2.161 0.243 -0.760
C -2.45457 -1.60928 2.42267 1.154 -1.294 -0.030
C 3.20591 0.63740 -1.98244 3.117 -2.721 3.312
C -1.89454 -1.64572 0.99901 0.945 -0.866 0.792
C 2.30712 -0.07381 -0.99411 -1.272 -3.866 -1.065
N -1.52999 1.07760 0.14021 -0.389 -0.542 0.916
N -0.38161 2.31531 -1.51927 2.827 -0.015 -3.854
O 0.09333 3.06257 -2.36389 -1.068 -0.757 1.855
O -0.60042 -0.95557 0.81920 0.960 1.971 -0.476
O 1.92814 0.74496 0.14164 -0.610 0.897 0.735
S -1.39765 2.74307 -0.35319 -1.354 -0.360 1.958
H -1.60710 -1.67997 3.16339 -0.948 -0.061 -0.808
H -3.06055 -0.81336 2.66285 -1.032 2.362 0.452
H -3.16527 -2.44654 2.57004 0.782 -0.016 -0.276
H 4.14257 1.00201 -1.38470 -1.430 -0.851 -1.355
H 3.46304 -0.06083 -2.79450 0.076 0.317 0.452
H 2.77067 1.45260 -2.33892 -2.041 3.507 -1.819
H -2.49144 -1.45169 0.11550 -0.444 0.093 0.205
H -1.47189 -2.63708 0.97074 -0.322 -0.522 -0.713
H 2.77787 -0.94565 -0.47761 0.363 0.928 -0.374
H 1.41476 -0.69937 -1.47575 1.073 2.165 0.871
H -2.44697 0.79052 0.58788 1.558 0.468 -0.938
```
Forces are in eV/Å.

The relative energy (zero: lowest compared OMol25 entry of this formula, charge and spin) is 187.37 kcal per mole. Its net charge is +1. The orbital gap comes out at 0.3083 Eh.

The molecule C6H11N3 at a distorted geometry. Source: OMol25; level of theory: the ωB97M-V functional and the def2-TZVPD basis.

```
20
Properties=species:S:1:pos:R:3:forces:R:3
C 0.50462 1.49678 0.21478 -0.097 -0.167 0.154
C 2.10373 0.42575 -1.41684 0.220 0.191 0.266
C -1.56417 -1.68395 0.83639 0.222 0.149 -0.116
N 1.19759 0.33744 -0.30454 -0.531 -0.586 -0.025
C -0.71258 0.65116 0.21318 -0.098 0.113 -0.249
N -1.76736 0.90381 -0.56605 0.644 -0.168 0.407
C -0.57300 -0.55055 1.05850 1.034 -0.406 0.065
C 0.98012 -0.97060 0.73168 -1.392 1.173 -0.298
N 1.72563 -1.84833 1.00579 0.131 -0.198 -0.073
H -2.46213 0.18841 -0.71633 0.036 0.088 -0.039
H -1.81265 1.75832 -1.09945 -0.039 -0.159 -0.010
H 0.44132 2.32980 -0.49630 0.054 -0.111 0.044
H 0.85248 1.85459 1.19409 -0.056 0.045 -0.073
H -0.56083 -0.25407 2.11339 -0.111 0.129 -0.044
H 2.55943 -0.55748 -1.54648 -0.054 0.033 0.011
H 1.58823 0.70880 -2.34439 -0.010 -0.037 0.048
H 2.90173 1.15671 -1.23276 0.036 -0.075 -0.105
H -2.58950 -1.38581 1.07373 0.013 -0.032 0.050
H -1.52666 -2.04188 -0.19546 0.018 0.002 0.008
H -1.28600 -2.51892 1.47707 -0.018 0.015 -0.021
```
Forces are in eV/Å.

The relative energy (zero: lowest compared OMol25 entry of this formula, charge and spin) is 87.57 kcal per mole. The orbital gap comes out at 0.2640 Eh.

A cluster of 3 separate species, C6H11N3 in total at a distorted geometry. Source: OMol25; level of theory: the ωB97M-V functional and the def2-TZVPD basis.

```
20
Properties=species:S:1:pos:R:3:forces:R:3
C 0.49213 -0.48959 -0.24390 1.990 1.620 3.476
C 0.62392 -0.11688 2.74025 -0.004 -0.069 0.143
C -1.07723 -0.87500 -2.09085 -0.445 0.592 0.410
C -0.49037 0.44465 -0.17845 -2.044 -0.360 -1.820
C 1.17470 0.41829 1.46847 0.397 -1.130 -1.217
N -1.68076 0.16918 -2.80606 -0.263 -0.121 -0.301
C 2.17193 1.26760 1.29627 0.067 -0.214 0.014
N -1.59656 -2.03433 -2.17459 0.130 0.004 -0.186
N -1.35169 1.26368 0.01942 0.874 -0.413 -0.273
H -2.34431 -0.14486 -3.51522 0.057 0.054 0.020
H -1.03585 0.86071 -3.16281 -0.056 -0.095 0.022
H -1.14740 -2.70358 -1.54990 -0.048 0.116 0.028
H -2.05454 1.30238 -0.73327 0.032 -0.079 0.158
H 1.33039 -0.32438 -0.90274 -0.162 -0.012 -0.039
H 0.29264 -1.47646 0.14683 -0.204 -0.043 -0.289
H 1.22124 0.19961 3.60469 -0.053 0.025 -0.118
H 0.60371 -1.21135 2.73423 -0.014 0.080 -0.008
H -0.40214 0.22703 2.90145 0.039 -0.031 -0.035
H 2.77614 1.62320 2.13296 -0.281 0.179 0.000
H 2.49404 1.60009 0.31321 -0.011 -0.102 0.017
```
Forces are in eV/Å.

The relative energy (zero: lowest compared OMol25 entry of this formula, charge and spin) is 156.72 kcal per mole. The orbital gap (alpha / beta) comes out at 0.2470 / 0.2471 Eh.

The molecule C6H11N3O3 at a distorted geometry. Source: OMol25; level of theory: the ωB97M-V functional and the def2-TZVPD basis.

```
23
Properties=species:S:1:pos:R:3:forces:R:3
C 2.58498 -0.52584 0.43661 -0.596 -2.147 4.086
C 1.47734 -0.83925 -0.53860 2.422 -4.277 -2.015
C 0.56466 1.62982 -0.78673 2.562 -0.173 5.091
C -1.00640 0.55202 0.82371 -0.396 -4.015 -2.033
C -2.26327 -0.02815 -0.13448 -0.129 1.522 0.717
C -2.32593 -1.28070 0.57532 -3.543 -0.724 3.767
H 2.01959 -1.17014 1.41453 2.208 1.550 -2.420
H 2.81406 0.50137 0.98140 -0.546 -1.934 -2.059
H 3.48879 -1.19829 0.05653 -1.837 1.791 1.182
H 0.21910 -0.16134 -2.11072 2.472 0.855 3.371
H 2.20855 2.84927 -1.53351 -3.058 -1.508 3.480
H -0.42740 2.57403 0.79365 0.003 -1.750 -1.371
H -0.08837 -0.38897 0.85185 -3.285 2.644 0.833
H -1.70939 0.67801 1.64728 1.454 0.402 0.868
H -3.26946 0.55141 0.21153 2.670 -1.029 -1.549
H -1.97315 -0.11018 -1.22025 -0.589 0.370 1.135
H -0.87174 -2.47028 -0.74741 -2.747 1.800 3.083
N 0.89639 0.16662 -1.21686 -4.335 1.571 -4.433
N 1.40035 2.65041 -0.63211 0.816 -1.007 -5.279
N -0.47580 1.66940 0.22992 2.101 3.192 -1.266
O 1.43223 -2.13518 -0.89960 -1.238 6.060 1.215
O -1.62883 -2.33284 0.05962 0.871 -0.943 -0.125
O -3.06629 -1.18118 1.73832 4.719 -2.248 -6.277
```
Forces are in eV/Å.

The relative energy (zero: lowest compared OMol25 entry of this formula, charge and spin) is 183.70 kcal per mole. The SMILES is [H]/N=C(/NCCC(=O)O)NC(C)=O. The orbital gap comes out at 0.3374 Eh.

The molecule C6H11N3OS at a distorted geometry. Source: OMol25; level of theory: the ωB97M-V functional and the def2-TZVPD basis.

```
22
Properties=species:S:1:pos:R:3:forces:R:3
C 1.17292 -1.18305 -0.30728 0.568 -2.156 0.338
C 2.61145 -1.16456 -0.27296 -1.965 0.509 -1.072
C 0.88050 0.15122 -0.18484 -4.217 2.685 -0.674
C 2.19521 2.25970 -0.00674 -1.326 0.385 0.449
C -2.09780 -0.59104 1.61633 -0.801 1.083 1.130
C -2.11798 -0.87106 -1.16294 1.600 -1.175 -2.656
N 3.08146 0.05241 -0.35985 0.738 0.666 0.755
N -0.48874 1.06353 -0.12276 4.435 -2.346 0.080
N 2.02010 0.87998 -0.28423 -1.240 -2.240 -0.748
O -2.92864 1.25999 0.06750 -1.038 1.343 -0.230
S -1.81623 0.37685 0.07819 -0.982 -2.334 0.616
H 0.63405 -2.19437 -0.48449 0.513 2.455 0.684
H 3.21782 -2.02152 -0.32556 0.872 -0.676 -0.095
H 2.18815 2.24635 1.03738 0.571 0.698 2.057
H 3.16849 2.50870 -0.35226 0.446 0.785 -0.558
H 1.30046 2.90038 -0.19840 0.980 -0.654 -0.900
H -2.73960 -1.46258 1.50849 -0.196 0.055 -0.849
H -1.18242 -1.02508 2.06111 -0.290 0.964 0.087
H -2.78864 0.15036 2.22877 2.113 -1.381 -0.790
H -3.15798 -1.05115 -1.58393 1.015 0.420 1.389
H -1.55627 -0.40419 -2.08194 -0.764 -1.103 1.610
H -1.59632 -1.88084 -0.86959 -1.029 2.018 -0.623
```
Forces are in eV/Å.

The relative energy (zero: lowest compared OMol25 entry of this formula, charge and spin) is 104.81 kcal per mole. The SMILES is Cn1nccc1N=S(C)(C)=O. The orbital gap comes out at 0.3507 Eh.